The following is a DFT calculation (ωB97M-V/def2-TZVPD) of a molecular structure, C3H3HgNaO3 in a non-equilibrium geometry.

Summary:
Lowest unoccupied orbital energy (spin up / spin down)   -0.589 / -2.653 eV
Multiplicity   3
Net charge   0
ΔE to the lowest compared entry with this formula, charge and spin   58.8 kcal per mole
Total energy   -657.334343 Eh
E_HOMO (spin up / spin down)   -3.988 / -7.481 eV

Last column: Löwdin spin population.
Positions of all 11 atoms, in Å:
C: -0.99 0.74 -0.68  0.2802
C: -2.35 0.60 -0.10  0.0609
O: -1.61 -0.58 -0.32  0.2597
C: 1.24 -0.19 -0.45  0.2748
O: 1.10 -1.30 -0.08  0.1749
O: 1.88 0.80 -0.35  0.1619
Na: 0.55 2.76 0.22  0.3332
H: -1.07 0.80 -1.78  0.0451
H: -3.26 0.64 -0.72  0.0041
H: -2.56 0.81 0.96  0.0031
Hg: -0.92 -2.26 1.04  0.4022